Entry 1:
Density functional theory data (ωB97M-V/def2-TZVPD) for a cluster of 2 separate species, C6H8 in total.

Output
energy above the lowest of the compared OMol25 structures with the same formula, charge and spin: 178.9 kcal/mol
highest occupied orbital energy (alpha / beta): -7.78 / -7.77 eV
multiplicity: 1
HOMO-LUMO gap (alpha / beta): 7.2621 / 7.2511 eV

CARTESIAN COORDINATES (ANGSTROEM)
C1 0.1361 -1.5236 -0.4662
C2 -0.6753 -0.2594 -0.2681
C3 -0.6910 0.2540 1.1855
C4 0.1192 1.5325 1.1556
C5 0.7083 1.6411 -0.1297
C6 0.2567 0.6371 -1.0064
H1 0.8765 -1.8744 -1.2044
H2 -0.5407 -2.3851 -0.3881
H3 -1.6508 -0.3630 -0.7387
H4 -0.3257 -0.3754 2.0059
H5 -1.7137 0.4293 1.5468
H6 1.5861 -0.7701 0.8124
H7 1.4416 2.3886 -0.4319
H8 0.4728 0.6683 -2.0727

Atomic partial charges in e from the Löwdin method, atoms 1 to 6: 0.012, -0.426, -0.256, -0.002, -0.154, -0.052

***

Entry 2:
Density functional theory data (ωB97M-V/def2-TZVPD) for an isolated molecule of C6H15N.

Output
energy above the lowest of the compared OMol25 structures with the same formula, charge and spin: 12.3 kcal/mol
SMILES string: CCCC[C@@H](C)N
highest occupied orbital energy: -9.04 eV
multiplicity: 1
HOMO-LUMO gap: 10.2228 eV

CARTESIAN COORDINATES (ANGSTROEM)
C1 2.4525 0.5051 1.1649
C2 1.5943 0.8001 -0.0686
C3 1.0247 -0.4805 -0.7143
C4 -0.2214 -1.0269 -0.0315
C5 -1.3663 -0.0580 0.1773
C6 -1.7579 0.6756 -1.1300
N1 -2.5924 -0.6671 0.6827
H1 1.8533 0.4991 2.0512
H2 3.2189 1.2670 1.3225
H3 2.9960 -0.4373 1.0938
H4 2.1153 1.4033 -0.8147
H5 0.7910 1.4783 0.2276
H6 1.7940 -1.2530 -0.6846
H7 0.9969 -0.2989 -1.7938
H8 0.0423 -1.4673 0.9240
H9 -0.5519 -1.8828 -0.5964
H10 -1.1935 0.7779 0.8599
H11 -0.9344 1.1762 -1.6198
H12 -2.2325 -0.0514 -1.7951
H13 -2.5081 1.4194 -0.8734
H14 -2.5007 -1.0617 1.5795
H15 -3.0201 -1.3170 0.0389

Atomic partial charges in e from the Löwdin method, atoms 1 to 6: -0.106, -0.257, -0.223, -0.184, -0.465, -0.062

***

Entry 3:
Density functional theory data (ωB97M-V/def2-TZVPD) for a structure of composition C4H15F3MgO8S.

Output
energy above the lowest of the compared OMol25 structures with the same formula, charge and spin: 24.6 kcal/mol
highest occupied orbital energy: -7.35 eV
multiplicity: 1
HOMO-LUMO gap: 6.0174 eV

CARTESIAN COORDINATES (ANGSTROEM)
Mg1 0.7111 -0.9588 0.6563
C1 0.1336 3.4557 1.0469
F1 -0.8174 3.3626 0.1510
F2 0.5296 4.6753 1.1961
F3 -0.2986 2.8866 2.1286
S1 1.6865 2.4067 0.4789
O1 2.8102 2.9862 1.2496
O2 1.3911 0.9822 0.8098
O3 1.8112 2.6646 -0.9366
C2 -2.2521 -1.4358 -1.8747
C3 -0.9593 -0.5668 -2.1784
C4 -1.4062 0.8860 -2.4403
O4 0.0404 -0.6262 -1.1683
H1 -2.9666 -0.8265 -1.3212
H2 -1.9193 -2.3896 -1.4652
H3 -2.8362 -1.5819 -2.7833
H4 -0.5354 -0.9823 -3.0926
H5 -1.9168 1.4524 -1.6615
H6 -2.1073 0.8221 -3.2724
H7 -0.5061 1.4608 -2.6582
O5 -0.0032 -2.8721 0.8611
H8 -0.8058 -3.3924 0.8966
H9 0.6094 -3.3366 1.4315
O6 2.6625 -1.3530 0.0376
H10 3.2779 -2.0568 0.2434
H11 3.2167 -0.6222 -0.2363
O7 -1.0285 -0.3612 1.6398
H12 -1.1968 0.4777 2.0689
H13 -1.8969 -0.7413 1.5070
O8 1.3449 -1.3266 2.5801
H14 1.6409 -2.2255 2.7236
H15 1.5866 -0.8634 3.3821

Atomic partial charges in e from the Löwdin method, atoms 1 to 6: 0.584, -0.731, 0.157, 0.189, 0.148, 0.567

***

Entry 4:
Density functional theory data (ωB97M-V/def2-TZVPD) for a structure of composition C9H18CaCl2LiO14Pb2S3.

Output
highest occupied orbital energy (alpha / beta): -18.58 / -18.58 eV
net charge: +4
multiplicity: 2
<S²>: 0.7525
HOMO-LUMO gap (alpha / beta): 4.2053 / 4.1943 eV

CARTESIAN COORDINATES (ANGSTROEM)
Pb1 -21.7464 -12.2460 -17.1059
Pb2 -16.6680 -17.0273 -13.5932
Li1 -22.8211 -15.3386 -15.3088
Ca1 -18.7301 -14.6495 -16.2607
O1 -20.9495 -14.1186 -15.4356
C1 -20.8503 -14.0011 -14.0025
C2 -19.8328 -15.0135 -13.2929
O2 -18.5116 -15.2473 -13.8772
H1 -21.7934 -14.2867 -13.5365
H2 -20.7452 -12.9486 -13.7392
H3 -20.3472 -15.9547 -13.0993
H4 -19.6558 -14.6020 -12.2992
C3 -22.9733 -7.9302 -13.7842
C4 -21.6990 -7.6802 -14.5289
O3 -20.7400 -8.5987 -14.0909
S1 -21.4889 -9.9462 -13.4334
O4 -20.7758 -10.4845 -12.2672
O5 -21.9085 -10.8206 -14.5438
O6 -22.7322 -8.8997 -12.9422
H5 -23.7473 -8.2690 -14.4729
H6 -23.3071 -7.0371 -13.2561
H7 -21.3748 -6.7511 -14.0601
H8 -21.8189 -7.5200 -15.6004
C5 -25.3236 -12.4110 -12.8711
C6 -24.1945 -12.3718 -11.6897
O7 -23.5365 -13.6145 -11.8239
S2 -24.5140 -14.8144 -12.3597
O8 -24.9633 -15.5894 -11.1974
O9 -24.0186 -15.4671 -13.5872
O10 -25.7058 -13.7569 -12.7835
H9 -24.9510 -12.2043 -13.8744
H10 -26.1027 -11.7552 -12.4825
H11 -24.7587 -12.3351 -10.7578
H12 -23.5924 -11.4721 -11.5622
C7 -21.3509 -16.5178 -9.8265
C8 -21.7474 -17.5488 -10.8801
O11 -20.5795 -18.0156 -11.4820
S3 -19.2559 -17.5956 -10.5462
O12 -18.1569 -17.3456 -11.4472
O13 -18.9496 -18.5551 -9.4950
O14 -19.9488 -16.2391 -9.9724
H13 -21.5828 -16.8930 -8.8298
H14 -21.9094 -15.5836 -9.8847
H15 -22.3933 -17.1539 -11.6643
H16 -22.2778 -18.4159 -10.4864
C9 -20.4006 -12.8973 -9.6054
Cl1 -22.0438 -12.3804 -9.2036
Cl2 -19.6294 -13.1949 -8.0561
H17 -20.4425 -13.7686 -10.2590
H18 -19.7649 -12.1492 -10.0793

Atomic partial charges in e from the Löwdin method, atoms 1 to 6: 1.240, 1.819, 0.768, 1.577, -0.749, -0.306

***

Entry 5:
Density functional theory data (ωB97M-V/def2-TZVPD) for a structure of composition C3H11N3O2.

Output
energy above the lowest of the compared OMol25 structures with the same formula, charge and spin: 74.1 kcal/mol
highest occupied orbital energy: -8.44 eV
multiplicity: 1
HOMO-LUMO gap: 9.2523 eV

CARTESIAN COORDINATES (ANGSTROEM)
C1 -0.4265 -1.0091 -0.8610
C2 0.0139 -2.4650 -0.8867
O1 -1.5940 -0.7146 -0.4812
O2 0.0579 -0.3480 -1.9982
H1 -0.5302 0.4107 -2.1333
H2 -1.3646 0.3515 0.9863
H3 0.4364 -0.3920 0.1675
H4 -0.5815 -2.9996 -1.6278
H5 -0.1750 -2.9163 0.0865
H6 1.0647 -2.5458 -1.1608
N1 -0.7732 2.1560 0.3074
N2 1.6761 1.3365 1.0950
C3 0.5910 0.4836 1.2349
N3 -0.6709 1.0775 1.2691
H7 -0.9994 2.9886 0.8429
H8 -1.5619 1.9434 -0.2985
H9 1.5520 2.0183 0.3558
H10 2.5765 0.8831 1.0801
H11 0.7087 -0.2587 2.0220

Atomic partial charges in e from the Löwdin method, atoms 1 to 6: -0.640, -0.008, -0.060, 0.020, 0.102, 0.095

***

Entry 6:
Density functional theory data (ωB97M-V/def2-TZVPD) for a cluster of 2 separate species, H4NO2P2 in total.

Output
energy above the lowest of the compared OMol25 structures with the same formula, charge and spin: 46.4 kcal/mol
highest occupied orbital energy: -3.59 eV
net charge: -1
multiplicity: 1
HOMO-LUMO gap: 7.9158 eV

CARTESIAN COORDINATES (ANGSTROEM)
N1 1.6640 -0.1343 -0.5420
O1 -1.2816 -1.9288 -0.2467
O2 -0.6842 0.8504 -1.0810
P1 0.2499 1.8179 1.7344
P2 0.4694 0.8098 -0.1409
H1 2.2785 -0.4325 0.2294
H2 -0.3304 -1.8838 -0.3161
H3 -1.3934 -1.1685 -0.7085
H4 -0.9721 2.0696 1.0714

Atomic partial charges in e from the Löwdin method, atoms 1 to 6: -0.316, -0.056, -0.514, 0.232, 0.098, -0.056